# 1
Entry from the OMol25 dataset: a 2-piece molecular cluster, C4H12O overall in a non-equilibrium geometry (ωB97M-V/def2-TZVPD).

## Properties
Structure (SMILES) = CCO.CC
Energy relative to the best compared isomer or geometry (same formula, charge and spin) = 0.548 eV
HOMO level = -10.337 eV
Frontier orbital gap = 11.264 eV
DFT total energy = -6389.573 eV

ORCA input file:
```
! wB97M-V def2-TZVPD RIJCOSX def2/J DEFGRID3
* xyz 0 1
O 0.42494 -0.69383 -1.34531
C 1.04914 1.29948 1.46585
C -0.76114 -0.03759 -1.81385
C -1.97136 -0.95743 -1.57998
C 1.42541 0.06145 2.26569
H 1.27922 0.25165 3.33772
H 0.73985 -1.38747 -1.94212
H 0.78273 -0.78586 2.02955
H -0.71318 0.86074 -1.20587
H 0.00384 1.56530 1.62892
H 1.25143 1.21341 0.40199
H -0.72801 0.20297 -2.87777
H -2.91067 -0.50354 -1.90135
H -1.87349 -1.92282 -2.07127
H 2.48127 -0.19641 2.21920
H -2.03391 -1.13976 -0.50554
H 1.55393 2.16970 1.89413
*
```

***

# 2
Entry from the OMol25 dataset: BrPd as an isolated structure (ωB97M-V/def2-TZVPD).

## Properties
Energy relative to the best compared isomer or geometry (same formula, charge and spin) = 0.002 eV
HOMO level (alpha / beta) = -16.953 / -16.503 eV
Frontier orbital gap (alpha / beta) = 10.617 / 6.908 eV
DFT total energy = -73511.894 eV

ORCA input file:
```
! wB97M-V def2-TZVPD RIJCOSX def2/J DEFGRID3
* xyz 1 3
Pd 0.91961 -0.03722 -0.72552
Br -0.91961 0.03722 0.72553
*
```

***

# 3
Entry from the OMol25 dataset: one molecule with the formula C11H20O in a non-equilibrium geometry (ωB97M-V/def2-TZVPD).

## Properties
Structure (SMILES) = C=CC[C@@]1(CCCC)CCCO1
Energy relative to the best compared isomer or geometry (same formula, charge and spin) = 3.184 eV
HOMO level = -8.603 eV
Frontier orbital gap = 9.407 eV
DFT total energy = -13775.491 eV

ORCA input file:
```
! wB97M-V def2-TZVPD RIJCOSX def2/J DEFGRID3
* xyz 0 1
O -1.60905 -0.11906 -0.92769
C -0.34416 -0.88977 2.21360
C -0.81456 0.55377 1.81234
C -0.16285 1.13022 0.49757
C 2.24155 -0.77676 -0.29359
C -0.19513 0.16682 -0.74321
C -2.18045 0.43744 -2.12467
C 0.79765 -1.06270 -0.82588
C 2.97053 0.39332 -0.45410
C -0.44527 -1.21030 3.75206
C -0.94029 0.33070 -3.11898
C 0.12712 0.94766 -2.11952
H 0.33811 -0.60349 4.28867
H 0.86452 1.54412 0.69257
H 0.35093 -1.88200 -0.19156
H -0.78380 2.02922 0.20678
H 3.53351 0.81584 0.42064
H -1.45412 -0.96687 4.18374
H -1.93188 0.64875 1.77886
H 2.75272 -1.62376 0.23646
H -0.48479 1.23796 2.65243
H -0.21988 -2.30215 3.91589
H 1.19857 0.83708 -2.43951
H -2.22021 1.55259 -1.93964
H -0.76431 -0.78506 -3.13497
H -3.13473 -0.00165 -2.48846
H -0.13261 2.02652 -1.94873
H -0.94299 -1.65661 1.63801
H 3.06697 0.93526 -1.42670
H -1.03426 0.78311 -4.13269
H 0.72662 -1.08265 1.91240
H 0.82655 -1.40750 -1.89213
*
```

***

# 4
Entry from the OMol25 dataset: C30H84Br9N15O10P4 as an isolated structure in a non-equilibrium geometry (ωB97M-V/def2-TZVPD).

## Properties
HOMO level = -8.132 eV
Frontier orbital gap = 7.430 eV
DFT total energy = -742826.217 eV

ORCA input file:
```
! wB97M-V def2-TZVPD RIJCOSX def2/J DEFGRID3
* xyz 0 1
Br 1.17011 -4.01313 5.70439
Br -0.24245 1.97668 2.38656
Br 1.46866 -1.70793 8.09001
Br 3.45715 3.42779 7.47992
Br 3.01618 1.66357 2.48419
Br 0.46958 4.28448 7.68730
Br 1.75715 3.10964 0.00195
Br 3.94527 -3.68337 7.25612
Br 2.98453 6.29081 9.00116
P 8.14512 -6.25619 1.41635
P -6.42939 -2.54617 3.40069
P -4.86235 6.06154 -3.51456
P -0.97496 -2.65489 -4.18930
O -3.58460 6.83129 -3.45395
O 7.15040 1.29352 -0.69720
O 6.94423 5.58004 4.27502
O -2.18893 8.39416 3.01972
O 5.22504 6.69213 3.71534
O -7.56511 -3.40382 3.66914
O -1.38769 6.50724 2.61946
O 9.38429 -6.73833 2.11200
O -2.16969 -2.18842 -3.42695
O 5.58034 1.95875 -2.14369
N 0.22251 -3.36340 -3.22683
N -5.80785 6.19904 -5.01218
N 6.47748 2.14905 -1.31074
N -0.04364 -1.49542 -5.02239
N -6.88148 -1.02668 2.69479
N 8.37098 -5.98584 -0.29606
N -5.84632 -2.02242 4.87498
N -1.31810 7.75293 2.53151
N 7.58094 -4.73060 1.95311
N -5.01103 -3.14223 2.55867
N -1.44546 -3.88176 -5.28867
N -4.60756 4.45309 -3.26085
N 6.42836 6.60200 3.93063
N -5.96454 6.52711 -2.36106
N 6.90694 -7.40759 1.35580
C -7.37795 6.42869 -2.50324
C -5.49042 7.06532 -1.09843
C 6.07408 -7.42037 2.57415
C -4.45829 -1.44698 5.02951
C 7.08397 -8.76880 0.77191
C -0.22455 8.26878 1.71665
C -5.65253 3.51901 -3.50084
C -1.24638 -3.80460 -6.74048
C 2.38592 -2.65632 6.61747
C 1.49663 2.82227 2.00722
C -2.44275 -4.78477 -4.79054
C 7.01790 3.52724 -1.12095
C -6.17256 7.53589 -5.22080
C -3.41810 4.08737 -2.45840
C -8.11852 -0.97908 1.86954
C 0.72432 -2.92657 -1.91718
C -4.27856 -4.37374 3.07299
C 8.57563 -3.63603 1.84819
C 7.26087 -5.74021 -1.30549
C 7.22051 7.83629 4.21312
C 9.40482 -6.74259 -0.96335
C -6.72223 -1.79676 6.01292
C 1.15457 -0.84210 -4.66494
C 2.36022 5.05250 7.50965
C -5.94369 0.10706 2.62747
C -5.11903 -3.09425 1.09268
C 6.30018 -4.16682 1.49135
C 1.20519 -4.20898 -3.87252
C -0.85619 -0.76646 -6.00580
C -5.60582 5.43873 -6.27321
H 6.56219 -8.06930 3.30128
H -1.70171 -0.49801 -5.37246
H 5.47819 -4.83595 1.74572
H -0.42679 0.22268 -6.16490
H 6.20816 -3.84107 0.45524
H -3.40329 -4.40904 -5.14308
H 2.43927 5.51991 6.52813
H -6.09739 -3.47033 0.79356
H -3.29288 4.67266 -1.54743
H -6.53209 1.00171 2.42382
H 1.21203 -3.74137 -1.38207
H -6.84301 7.94067 -4.46267
H 9.12660 -7.42761 -1.76425
H -3.33840 -4.63643 2.58803
H 0.67596 -4.76705 -4.64491
H -5.95091 8.03980 -0.93582
H 1.52169 -0.63074 -5.66926
H 8.04287 3.61619 -0.76095
H -2.23984 -5.80235 -5.12440
H 7.35173 7.88277 5.29419
H 0.20165 9.22094 2.03262
H 2.73619 -1.93108 5.88300
H 8.84831 -3.48943 0.80308
H 6.19461 -9.38193 0.62630
H -5.29255 8.17792 -5.25917
H -4.10852 -1.21241 4.02415
H -6.21550 3.43017 -2.57171
H 6.30422 -5.69588 -0.78497
H -4.19685 -4.37247 4.15992
H 9.38890 -4.01813 2.46520
H 7.02622 -6.58870 -1.94823
H 0.59545 7.55442 1.79009
H -7.63674 6.05959 -3.49566
H 6.67483 8.69404 3.81994
H -6.35309 -2.50434 6.75532
H 0.99689 0.09950 -4.13898
H -3.81087 -2.21803 5.44713
H -4.56273 5.66372 -6.49555
H -2.35103 -4.88789 -3.70931
H -5.71422 6.46854 -0.21420
H 1.44747 -2.11319 -1.85742
H 10.19242 -6.06556 -1.29410
H -6.63552 -0.76679 6.35893
H 7.33648 -4.81145 -1.87099
H 7.00924 4.16171 -2.00722
H 5.84529 -6.44422 3.00182
H -5.46686 0.21560 3.60161
H -1.10357 -1.23476 -6.95848
H -0.23731 -3.53387 -7.05129
H 7.43164 -8.60717 -0.24842
H -0.09233 -2.55966 -1.29544
H -5.76016 4.36332 -6.18499
H -6.13817 5.90477 -7.10237
H -8.85052 -0.42002 2.45239
H -4.86877 -5.27369 2.90029
H 10.00784 -7.32685 -0.26829
H 8.21613 7.78399 3.77254
H -5.19982 2.54631 -3.69319
H -6.42833 3.82148 -4.20421
H 6.48447 4.10873 -0.36901
H -4.43788 -0.52956 5.61775
H -1.65209 -4.69804 -7.21509
H -7.77777 -2.01607 5.85218
H -7.88792 -0.36366 0.99995
H 5.09344 -7.78511 2.26853
H 1.76782 -1.50091 -4.05013
H -5.23205 0.02300 1.80613
H -4.42743 -3.72813 0.53770
H -3.26485 3.03691 -2.21113
H 1.41019 -5.02681 -3.18170
H -7.89907 7.37988 -2.39469
H -2.49636 4.19749 -3.02968
H 7.69191 -9.47543 1.33688
H 8.27769 -2.74075 2.39390
H -8.51989 -1.97764 1.69662
H -6.71305 7.58575 -6.16604
H -4.41307 7.23000 -1.11567
H 6.09715 -3.23500 2.01915
H -0.63681 8.48289 0.73059
H 1.54180 3.78158 2.52275
H -5.05281 -2.04000 0.82384
H -1.99660 -3.10708 -7.11294
H -7.74981 5.63716 -1.85262
H 2.07959 -3.75496 -4.33876
*
```